No. 1
ORCA calculation (ωB97M-V with the def2-TZVPD basis set) on FHMgNO3PtS2 as an isolated structure at a distorted geometry.

Structure (XYZ):
```
10
Properties=species:S:1:pos:R:3:mulliken_spin:R:1
Pt -1.91359 0.31385 -2.71954 0.824
N 0.46433 -0.01300 -1.03020 0.065
S 0.36505 -0.30887 -2.79055 0.939
S -0.43317 1.11940 -0.42175 0.066
O 0.19395 -0.30148 2.22714 -0.005
O -1.70470 1.31493 -1.23064 0.128
F 0.35889 2.55433 -0.89745 0.020
Mg 1.27705 -1.12983 0.82850 1.001
O 1.03401 -1.47041 2.85602 -0.046
H 0.35818 -2.07892 3.17847 0.008
```

For the gap between HOMO and LUMO (alpha / beta), the calculation gives 3.72 / 6.09 eV. The calculation puts the relative energy (zero: lowest compared OMol25 entry of this formula, charge and spin) at 161.7 kJ/mol. For the lowest unoccupied orbital energy (alpha / beta), the calculation gives -1.7 / -3.4 eV. As for the multiplicity: 4. The total energy comes out at -1496.44688 a.u. As for the charge: 0.

---

No. 2
ORCA calculation (ωB97M-V with the def2-TZVPD basis set) on C7H8 in the gas phase.

Structure (XYZ):
```
15
Properties=species:S:1:pos:R:3:lowdin_charge:R:1
C -0.10815 -1.56121 -0.55956 -0.037
C -0.27288 -0.12218 -0.11266 -0.468
C 0.21245 0.98415 -0.94520 -0.029
C 1.00163 0.66452 0.36121 -0.313
C 2.27226 0.10179 0.05604 0.151
C -1.43594 0.14895 0.71269 -0.085
C -2.41215 0.36140 1.38649 0.139
H -0.94756 -1.85622 -1.19592 0.088
H 0.82947 -1.67409 -1.10516 0.068
H -0.08641 -2.22050 0.31295 0.091
H 0.79116 1.35842 1.17474 0.125
H 0.72245 0.74906 -1.87185 0.114
H -0.31142 1.93338 -0.91426 0.121
H 3.02132 0.57965 0.71567 0.008
H -3.27623 0.55286 1.98482 0.029
```

For the gap between HOMO and LUMO, the calculation gives 8.33 eV. The calculation puts the relative energy (zero: lowest compared OMol25 entry of this formula, charge and spin) at 599.0 kJ/mol. For the lowest unoccupied orbital energy, the calculation gives -0.2 eV. The total energy comes out at -271.30330 a.u. As for the charge: 0.

---

No. 3
ORCA calculation (ωB97M-V with the def2-TZVPD basis set) on a 8-piece molecular cluster, C20H46N2O6S6 overall at a distorted geometry.

Structure (XYZ):
```
80
Properties=species:S:1:pos:R:3:lowdin_charge:R:1
C -1.59590 1.08539 4.84901 -0.247
S -3.29843 1.44971 4.40134 0.855
O -3.27465 2.71737 3.60188 -0.559
C -3.48201 0.05268 3.28559 -0.277
H -0.98014 1.26050 3.96601 0.058
H -1.50689 0.04827 5.17138 0.063
H -1.30367 1.74009 5.66693 0.050
H -3.80028 -0.81246 3.86774 0.049
H -2.55310 -0.20186 2.77780 0.025
H -4.27228 0.26362 2.56416 0.058
C -0.75457 0.00807 0.09758 -0.268
S 0.89040 -0.55302 -0.33930 0.838
O 0.90229 -1.32866 -1.61246 -0.556
C 1.52431 1.09556 -0.68684 -0.264
H -0.67887 0.99648 0.56128 0.028
H -1.22861 -0.51668 0.92278 0.018
H -1.34513 0.20096 -0.79832 0.043
H 1.58224 1.68530 0.22098 0.016
H 0.99966 1.53656 -1.53406 0.054
H 2.54997 0.89536 -1.01163 0.040
C -2.43831 -2.86066 0.19751 -0.253
S -1.92927 -3.66470 1.73303 0.821
O -1.46162 -2.59932 2.67458 -0.569
C -3.60390 -4.00021 2.36992 -0.234
H -1.59650 -2.62294 -0.44479 0.035
H -2.96578 -1.99230 0.59548 0.050
H -3.12967 -3.54041 -0.29936 0.061
H -3.81717 -3.07480 2.90316 0.033
H -3.50143 -4.80033 3.09898 0.045
H -4.33660 -4.22849 1.60175 0.053
C 4.25250 2.20722 4.00817 -0.279
S 3.52144 1.95540 2.40792 0.792
O 2.29701 1.14683 2.62310 -0.558
C 2.89922 3.63042 2.18888 -0.247
H 5.16388 2.80198 3.89708 0.058
H 4.55057 1.28927 4.50934 0.056
H 3.55052 2.73187 4.65783 0.054
H 3.70796 4.30073 1.89612 0.059
H 2.47492 3.95667 3.13761 0.053
H 2.13309 3.59316 1.42012 0.038
C -3.32675 0.32115 -4.24559 -0.272
S -2.97300 -1.03706 -3.13356 0.769
O -4.05134 -2.03966 -3.33533 -0.549
C -1.51238 -1.65972 -3.94128 -0.268
H -4.31690 0.68737 -3.98744 0.055
H -3.23082 0.04559 -5.29586 0.058
H -2.59302 1.11365 -4.08238 0.039
H -1.73761 -1.88992 -4.98519 0.058
H -1.22556 -2.58855 -3.44962 0.052
H -0.66702 -0.97506 -3.88101 0.049
C 6.07386 3.58183 -2.82516 -0.265
S 4.50088 3.61150 -1.95513 0.778
O 4.03118 5.01588 -2.02177 -0.554
C 3.59162 2.64335 -3.15829 -0.268
H 6.78009 4.21980 -2.30462 0.052
H 5.89694 3.96812 -3.83054 0.057
H 6.40660 2.54716 -2.90675 0.052
H 3.59916 3.09487 -4.14806 0.064
H 2.58870 2.39549 -2.82996 0.021
H 4.14986 1.70032 -3.14106 0.057
N 1.63554 -6.77135 -0.45819 -0.002
C 2.44252 -6.51922 -1.53172 -0.151
C 2.37381 -5.18348 -1.79621 -0.108
C 1.48192 -4.59911 -0.85789 -0.099
C 1.02612 -5.61208 -0.06437 -0.146
H 1.50312 -7.67115 -0.03242 0.141
H 3.13788 -7.25313 -1.90001 0.103
H 2.94514 -4.64513 -2.53443 0.091
H 1.28133 -3.55013 -0.70702 0.060
H 0.42606 -5.57625 0.82884 0.084
N -2.66541 2.42613 0.84599 0.024
C -1.62582 3.19073 0.38452 -0.157
C -1.74430 3.31068 -0.96797 -0.113
C -2.85464 2.52404 -1.35683 -0.120
C -3.41143 1.99628 -0.22081 -0.134
H -2.92457 2.33673 1.82797 0.073
H -0.88421 3.59490 1.05399 0.112
H -1.05158 3.80879 -1.62704 0.095
H -2.99682 2.29328 -2.39790 0.062
H -4.22432 1.29076 -0.17818 0.109
```

For the gap between HOMO and LUMO, the calculation gives 8.34 eV. The calculation puts the relative energy (zero: lowest compared OMol25 entry of this formula, charge and spin) at 0.0 kJ/mol. For the lowest unoccupied orbital energy, the calculation gives 0.3 eV. The total energy comes out at -3739.50093 a.u. As for the charge: 0.

---

No. 4
ORCA calculation (ωB97M-V with the def2-TZVPD basis set) on a 2-piece molecular cluster, H4I2Si2 overall at a distorted geometry.

Structure (XYZ):
```
8
Properties=species:S:1:pos:R:3:lowdin_charge:R:1
Si -1.87387 0.81529 0.94396 0.074
Si 3.19390 -1.83531 -1.32101 0.206
I 1.66436 -0.51769 -2.90262 0.053
I -0.28325 -0.82012 1.80107 0.259
H -3.01320 -0.23152 0.76305 -0.116
H -2.23856 2.04775 1.85166 -0.090
H -1.46697 1.29441 -0.43603 -0.118
H 4.01759 -0.75282 -0.70008 -0.268
```

For the gap between HOMO and LUMO, the calculation gives 7.44 eV. The calculation puts the relative energy (zero: lowest compared OMol25 entry of this formula, charge and spin) at 187.4 kJ/mol. For the lowest unoccupied orbital energy, the calculation gives -1.4 eV. The total energy comes out at -1176.73058 a.u. As for the charge: 0.